ORCA calculation (ωB97M-V with the def2-TZVPD basis set) on an isolated ion of composition C13H22N3O5S and charge +1 in a non-equilibrium geometry.

Calculated values
* energy: -1446.8933 Ha
* SMILES string: CCOC(=O)CCCc1c(COC)c(N)cn[n+]1S(C)(=O)=O
* relative energy (zero: lowest compared OMol25 entry of this formula, charge and spin): 0.0 kcal/mol
* LUMO level: -4.77 eV
* gap between HOMO and LUMO: 8.2 eV
* HOMO level: -13.0 eV

ORCA input file:
```
! wB97M-V def2-TZVPD RIJCOSX def2/J DEFGRID3
* xyz 1 1
C -3.554 1.081 -0.077
C -4.123 -0.333 -0.049
O -3.199 -1.294 0.477
C -2.131 -1.515 -0.306
O -2.069 -1.195 -1.476
C -1.024 -2.220 0.426
C 0.164 -2.627 -0.471
C 1.426 -1.823 -0.096
C 1.244 -0.340 -0.305
C 1.171 0.505 0.810
C 1.329 0.057 2.239
O 2.023 1.037 2.964
C 1.491 1.270 4.261
C 0.925 1.833 0.537
N 0.747 2.801 1.521
C 0.812 2.159 -0.826
N 0.937 1.379 -1.843
N 1.158 0.099 -1.559
S 1.317 -0.872 -3.056
C 1.927 0.317 -4.253
O 0.040 -1.284 -3.484
O 2.305 -1.878 -2.893
H -2.862 1.200 0.755
H -3.052 1.285 -1.017
H -4.374 1.787 0.021
H -4.965 -0.341 0.633
H -4.513 -0.610 -1.024
H -1.384 -3.087 0.967
H -0.661 -1.534 1.192
H 0.395 -3.658 -0.217
H -0.059 -2.626 -1.530
H 2.324 -2.181 -0.591
H 1.595 -2.051 0.945
H 0.336 -0.137 2.653
H 1.893 -0.868 2.354
H 1.950 0.600 4.986
H 0.404 1.238 4.292
H 1.789 2.276 4.544
H 1.544 3.417 1.614
H -0.103 3.336 1.389
H 0.595 3.195 -1.054
H 1.111 0.685 -4.857
H 2.449 1.133 -3.766
H 2.671 -0.218 -4.830
*
```

ORCA calculation (ωB97M-V with the def2-TZVPD basis set) on one molecule with the formula C3H4 in a non-equilibrium geometry.

Calculated values
* energy: -116.6247 Ha
* SMILES string: C#CC
* relative energy (zero: lowest compared OMol25 entry of this formula, charge and spin): 7.6 kcal/mol
* LUMO level: 1.08 eV
* gap between HOMO and LUMO: 11.0 eV
* HOMO level: -10.0 eV

ORCA input file:
```
! wB97M-V def2-TZVPD RIJCOSX def2/J DEFGRID3
* xyz 0 1
C -1.268 0.018 -0.021
C 0.230 -0.092 0.015
C 1.435 -0.003 -0.021
H -1.641 -0.845 -0.517
H -1.682 1.024 -0.448
H -1.524 0.022 1.100
H 2.463 0.268 0.028
*
```

ORCA calculation (ωB97M-V with the def2-TZVPD basis set) on C14H40N8O22S2 as an isolated structure in a non-equilibrium geometry.

Calculated values
* energy: -3444.8121 Ha
* relative energy (zero: lowest compared OMol25 entry of this formula, charge and spin): 979.1 kcal/mol
* LUMO level: -1.96 eV
* gap between HOMO and LUMO: 6.1 eV
* HOMO level: -8.0 eV

ORCA input file:
```
! wB97M-V def2-TZVPD RIJCOSX def2/J DEFGRID3
* xyz 0 1
O 3.217 0.008 1.248
S 3.241 1.013 0.169
O 2.463 2.238 0.240
O 4.846 1.319 -0.193
C 5.699 0.244 -0.352
C 6.684 0.482 -1.507
C 2.805 0.112 -1.360
H 5.137 -0.639 -0.654
H 6.156 0.030 0.614
H 6.195 0.698 -2.457
H 7.337 -0.391 -1.518
H 7.355 1.330 -1.371
H 2.836 -0.972 -1.252
H 3.657 0.307 -2.011
H 1.840 0.493 -1.696
O -1.687 -0.571 -1.612
S -2.582 0.217 -2.424
O -2.066 1.123 -3.389
O -3.594 -0.941 -3.149
C -3.783 -2.156 -2.494
C -4.835 -3.062 -3.066
C -3.762 1.127 -1.400
H -3.804 -2.000 -1.415
H -2.801 -2.620 -2.581
H -4.717 -4.027 -2.571
H -4.862 -3.109 -4.155
H -5.857 -2.726 -2.894
H -4.481 1.586 -2.078
H -3.053 1.877 -1.049
H -4.134 0.517 -0.577
C 2.699 2.364 2.095
N 2.149 3.033 3.295
O 2.823 2.955 4.344
O 1.116 3.738 3.133
H 3.217 1.446 2.374
H 3.389 2.938 1.477
H 1.892 2.026 1.445
C -0.643 0.102 -0.033
N 0.686 0.755 0.236
O 1.422 0.916 -0.728
O 1.020 1.028 1.388
H -1.320 0.940 -0.200
H -1.051 -0.431 0.826
H -0.587 -0.674 -0.796
C -1.386 -2.667 -0.212
N -2.141 -3.976 -0.607
O -2.391 -4.098 -1.813
O -2.335 -4.760 0.288
H -1.096 -2.172 -1.139
H -0.500 -2.869 0.389
H -2.166 -2.002 0.158
C -0.585 3.359 0.977
N -1.616 2.562 1.742
O -1.483 1.331 1.729
O -2.411 3.088 2.474
H -0.530 2.776 0.058
H 0.327 3.479 1.562
H -0.935 4.356 0.709
C 0.094 1.512 -2.719
N -0.454 2.547 -1.823
O -1.379 2.357 -1.079
O -0.037 3.690 -2.123
H 0.477 0.595 -2.271
H 0.893 1.964 -3.305
H -0.816 1.318 -3.286
C 2.835 -2.150 0.804
N 1.516 -1.618 0.382
O 1.361 -1.073 -0.618
O 0.635 -1.672 1.282
H 2.629 -3.192 0.559
H 3.127 -2.155 1.854
H 3.539 -1.705 0.100
C -3.934 -1.008 2.369
N -3.145 -0.770 1.169
O -1.973 -0.537 1.275
O -3.736 -0.922 0.054
H -3.898 -2.087 2.515
H -4.967 -0.786 2.099
H -3.662 -0.465 3.275
C -0.653 -0.617 2.790
N 0.717 -0.749 3.410
O 0.973 -1.767 4.018
O 1.522 0.015 2.995
H -1.344 -1.264 3.331
H -0.481 -0.952 1.767
H -0.850 0.442 2.957
*
```

ORCA calculation (ωB97M-V with the def2-TZVPD basis set) on a 13-piece molecular cluster, C62H67N7O30S2 overall in a non-equilibrium geometry.

Calculated values
* energy: -5838.7312 Ha
* LUMO level: -0.85 eV
* gap between HOMO and LUMO: 9.0 eV
* HOMO level: -9.8 eV

ORCA input file:
```
! wB97M-V def2-TZVPD RIJCOSX def2/J DEFGRID3
* xyz 0 1
C 7.706 2.864 -3.840
C 9.054 1.962 -3.764
O 8.617 0.772 -3.141
S 6.990 0.668 -2.908
O 6.740 -0.043 -1.629
O 6.333 0.316 -4.170
O 6.926 2.306 -2.778
H 7.113 2.730 -4.745
H 7.810 3.924 -3.611
H 9.866 2.411 -3.192
H 9.489 1.660 -4.716
C -5.638 1.512 2.612
C -4.278 1.608 3.316
O -3.805 2.690 2.540
S -4.986 3.940 2.378
O -4.849 4.622 1.116
O -5.021 4.594 3.622
O -6.138 2.761 2.324
H -6.239 0.798 3.176
H -5.439 1.091 1.626
H -3.663 0.713 3.220
H -4.385 2.029 4.316
C 0.423 7.041 1.376
C 0.632 8.385 1.581
C 1.255 8.875 2.708
C 1.763 8.010 3.720
C 1.463 6.573 3.532
C 0.800 6.167 2.392
N 2.384 8.424 4.945
O 2.584 7.581 5.800
O 2.544 9.669 5.118
H 0.025 6.659 0.448
H 0.331 9.027 0.766
H 1.469 9.932 2.757
H 1.737 5.950 4.372
H 0.635 5.108 2.262
C 1.683 0.152 1.401
C 1.647 0.758 0.147
C 0.633 0.420 -0.725
C -0.275 -0.642 -0.355
C -0.212 -1.232 0.888
C 0.823 -0.855 1.796
N -1.249 -1.065 -1.338
O -2.361 -1.476 -0.962
O -0.998 -1.021 -2.559
H 2.438 0.355 2.146
H 2.392 1.479 -0.155
H 0.570 0.841 -1.718
H -0.864 -2.008 1.262
H 0.902 -1.435 2.704
C -6.494 -5.062 1.031
C -5.910 -4.573 2.194
C -6.713 -3.885 3.086
C -8.094 -3.843 2.833
C -8.667 -4.329 1.674
C -7.856 -5.013 0.718
N -8.967 -3.190 3.830
O -8.507 -2.759 4.854
O -10.099 -2.983 3.535
H -5.782 -5.569 0.397
H -4.878 -4.619 2.511
H -6.310 -3.297 3.897
H -9.716 -4.187 1.460
H -8.269 -5.487 -0.160
C 7.516 2.768 5.511
C 8.835 2.645 5.777
C 9.496 3.512 6.653
C 8.716 4.381 7.406
C 7.300 4.426 7.236
C 6.697 3.636 6.245
N 9.313 5.305 8.379
O 10.525 5.180 8.577
O 8.597 6.218 8.945
H 7.099 1.992 4.887
H 9.401 1.927 5.202
H 10.550 3.471 6.885
H 6.684 5.047 7.869
H 5.630 3.558 6.101
C -5.036 3.615 -4.368
C -3.788 3.940 -4.842
C -3.671 4.130 -6.207
C -4.840 4.133 -7.000
C -6.134 3.951 -6.470
C -6.223 3.663 -5.120
N -4.790 4.176 -8.495
O -3.744 4.154 -9.119
O -5.843 4.293 -9.073
H -5.217 3.256 -3.366
H -2.903 3.814 -4.236
H -2.659 4.326 -6.530
H -7.066 4.183 -6.964
H -7.221 3.539 -4.725
C -4.972 -1.474 -8.553
C -5.138 -1.591 -9.925
C -6.314 -2.175 -10.424
C -7.224 -2.764 -9.515
C -7.095 -2.629 -8.131
C -5.924 -2.004 -7.667
N -8.465 -3.390 -10.125
O -8.543 -3.548 -11.326
O -9.276 -3.833 -9.314
H -4.102 -0.989 -8.137
H -4.456 -1.209 -10.670
H -6.385 -2.204 -11.502
H -7.880 -2.924 -7.450
H -5.847 -1.808 -6.608
C 5.654 -4.921 -3.380
C 4.264 -4.648 -3.293
C 3.491 -4.522 -4.415
C 4.151 -4.651 -5.682
C 5.564 -4.807 -5.818
C 6.253 -5.060 -4.639
N 3.325 -4.542 -6.871
O 3.946 -4.638 -7.913
O 2.131 -4.401 -6.717
H 6.254 -5.106 -2.501
H 3.818 -4.525 -2.317
H 2.416 -4.421 -4.429
H 6.143 -4.937 -6.721
H 7.320 -5.203 -4.715
O -0.022 -6.707 0.018
C 0.152 -7.811 0.483
O 0.736 -8.799 -0.319
C 0.839 -10.022 0.413
C 0.673 -9.684 1.885
C 0.148 -8.276 1.944
H 1.804 -10.526 0.369
H 0.110 -10.703 -0.026
H 1.679 -9.745 2.299
H 0.011 -10.406 2.363
H 0.691 -7.535 2.530
H -0.877 -8.280 2.316
O 2.461 3.123 -6.600
C 2.300 2.619 -7.714
O 1.276 1.744 -7.933
C 1.431 1.146 -9.208
C 2.104 2.278 -9.972
C 3.131 2.845 -8.999
H 0.451 1.066 -9.677
H 2.005 0.220 -9.176
H 1.450 3.109 -10.233
H 2.372 1.895 -10.957
H 3.281 3.908 -9.187
H 4.031 2.247 -8.855
O 0.771 2.294 7.466
C 0.596 2.488 8.694
O 1.384 1.880 9.612
C 1.048 2.204 10.950
C -0.225 3.139 10.878
C -0.335 3.396 9.428
H 1.877 2.844 11.253
H 1.084 1.395 11.679
H -0.065 4.097 11.373
H -1.083 2.697 11.384
H 0.010 4.383 9.123
H -1.331 3.211 9.025
O -2.150 -2.418 7.020
C -1.382 -3.290 7.450
O -1.709 -4.529 7.254
C -0.786 -5.467 7.740
C 0.305 -4.641 8.418
C -0.054 -3.171 8.072
H -0.300 -6.072 6.974
H -1.303 -6.162 8.400
H 1.228 -4.972 7.942
H 0.241 -4.893 9.477
H 0.577 -2.680 7.333
H -0.077 -2.556 8.972
*
```